Record 1
{
  "formula": "C3H6IN3",
  "method": "ωB97M-V/def2-TZVPD",
  "smiles": "C[C@H]1N=NCN1I",
  "e_above_lowest_kcal_mol": 4.02,
  "largest_force_ev_per_a": 5.084,
  "e_lumo_ev": -0.64,
  "species": ["C", "C", "N", "N", "C", "N", "I", "H", "H", "H", "H", "H", "H"],
  "xyz": [[-1.45313, -0.02305, 0.83367], [0.03326, 0.20022, 0.75426], [0.64473, -1.04714, 0.68945], [0.96079, -1.32274, -0.44460], [0.74505, -0.22272, -1.30266], [0.40582, 0.87773, -0.48166], [2.04059, 2.22775, -0.22625], [-1.53728, -0.96121, 1.49916], [-1.64889, -0.41514, -0.24806], [-2.01447, 0.83216, 0.97756], [0.45972, 0.61043, 1.70486], [1.59992, -0.16857, -1.91075], [-0.23611, -0.58771, -1.84498]],
  "forces_ev_per_a": [[1.232, -4.422, -2.186], [0.427, 2.667, 2.192], [0.121, -2.795, 1.324], [1.603, -2.251, -0.149], [-2.995, -0.997, -1.473], [0.539, 2.461, 0.367], [-0.721, -0.708, -0.072], [-0.669, 1.889, -0.633], [-0.374, 0.591, 1.860], [-1.184, 1.458, 0.803], [-0.559, 0.573, -0.896], [0.677, 0.619, -1.258], [1.903, 0.915, 0.120]]
}

***

Record 2
{
  "formula": "C18H21N5O2S2",
  "method": "ωB97M-V/def2-TZVPD",
  "smiles": "CCCCn1c(SCC(=O)Nc2nnc(CC)s2)nc2ccccc2c1=O",
  "e_above_lowest_kcal_mol": 21.16,
  "largest_force_ev_per_a": 1.653,
  "e_lumo_ev": 0.31,
  "species": ["C", "C", "C", "C", "N", "C", "S", "C", "C", "O", "N", "C", "N", "N", "C", "C", "C", "S", "N", "C", "C", "C", "C", "C", "C", "C", "O", "H", "H", "H", "H", "H", "H", "H", "H", "H", "H", "H", "H", "H", "H", "H", "H", "H", "H", "H", "H", "H"],
  "xyz": [[0.74570, 3.20921, -2.72054], [1.40994, 2.64873, -1.46963], [0.37813, 2.29922, -0.39914], [1.02223, 1.85472, 0.91544], [1.86593, 0.68474, 0.75171], [1.34140, -0.56695, 0.66873], [-0.40942, -0.70094, 0.87116], [-0.63601, -2.47321, 0.52231], [-1.04169, -2.64682, -0.91388], [-0.37078, -3.19551, -1.75011], [-2.26320, -2.10603, -1.27976], [-3.19555, -1.47675, -0.51236], [-3.18409, -1.35677, 0.77016], [-4.22087, -0.68948, 1.25422], [-5.05946, -0.27805, 0.38360], [-6.29599, 0.48684, 0.66707], [-6.47764, 0.72551, 2.16086], [-4.59960, -0.71858, -1.26979], [2.00998, -1.64626, 0.48853], [3.36735, -1.56214, 0.35474], [4.10956, -2.72610, 0.12961], [5.47759, -2.64850, 0.00881], [6.13541, -1.42226, 0.10887], [5.41766, -0.26886, 0.32764], [4.02792, -0.32579, 0.45183], [3.25393, 0.88743, 0.67696], [3.71993, 2.00159, 0.79828], [0.04947, 2.48605, -3.14078], [0.19540, 4.11789, -2.48608], [1.49189, 3.44487, -3.47507], [2.11480, 3.37847, -1.06746], [1.97934, 1.75472, -1.73516], [-0.23622, 3.17572, -0.18509], [-0.28226, 1.51208, -0.76926], [0.25149, 1.62983, 1.65810], [1.67399, 2.64765, 1.29167], [-1.41127, -2.81824, 1.20308], [0.32892, -2.95168, 0.69236], [-2.47349, -2.19126, -2.26772], [-6.24647, 1.44087, 0.13342], [-7.15018, -0.06453, 0.26257], [-5.63157, 1.27808, 2.55830], [-6.53965, -0.22163, 2.68844], [-7.38809, 1.29158, 2.33860], [3.58556, -3.66526, 0.05090], [6.05121, -3.54701, -0.16569], [7.20982, -1.38140, 0.01259], [5.89894, 0.69420, 0.40698]],
  "forces_ev_per_a": [[0.173, -0.112, 0.137], [-0.255, 0.089, 0.003], [0.372, -0.036, 0.010], [-0.417, 0.484, -0.031], [0.336, 0.051, 0.027], [-0.110, -0.921, -0.104], [-0.270, 0.073, 0.248], [0.363, 0.158, 0.233], [0.251, -0.078, 0.203], [0.093, -0.111, -0.086], [-0.150, -0.117, -0.775], [-1.110, 0.541, -0.252], [1.276, -0.933, -0.471], [-1.097, 0.797, 0.946], [0.039, -0.133, -0.971], [-0.273, 0.174, 0.166], [-0.036, 0.007, -0.159], [0.473, -0.170, 0.832], [-0.256, -0.105, -0.025], [0.457, 0.537, 0.036], [0.122, 0.056, -0.015], [-0.131, -0.083, 0.003], [0.093, 0.182, 0.013], [-0.016, 0.038, 0.002], [0.071, -0.480, -0.081], [0.006, 0.024, 0.074], [0.119, 0.082, -0.047], [-0.100, -0.041, -0.094], [-0.083, 0.107, -0.029], [0.005, 0.050, -0.132], [0.080, -0.051, 0.014], [0.081, 0.015, 0.038], [-0.084, 0.028, 0.015], [-0.072, 0.067, -0.016], [0.147, 0.082, 0.028], [-0.178, -0.169, 0.036], [0.108, 0.021, -0.042], [-0.232, -0.044, -0.110], [0.172, -0.051, 0.203], [-0.065, -0.052, -0.014], [0.015, 0.076, -0.023], [0.043, 0.034, 0.097], [0.001, -0.043, 0.100], [-0.065, 0.044, 0.033], [-0.074, -0.093, -0.003], [0.036, -0.079, -0.015], [0.082, 0.019, -0.006], [0.059, 0.067, 0.005]]
}

***

Record 3
{
  "formula": "C24H28FN7O7RuS2",
  "method": "ωB97M-V/def2-TZVPD",
  "charge": 1,
  "e_above_lowest_kcal_mol": 0.00,
  "largest_force_ev_per_a": 4.081,
  "spin_multiplicity": 6,
  "e_lumo_ev": [-3.38, -3.38],
  "species": ["Ru", "C", "C", "N", "N", "C", "N", "S", "C", "C", "C", "C", "C", "N", "H", "H", "H", "H", "H", "H", "H", "H", "H", "H", "O", "S", "O", "O", "O", "C", "C", "N", "C", "C", "C", "O", "O", "C", "O", "C", "C", "C", "F", "C", "C", "C", "N", "C", "C", "N", "C", "C", "H", "H", "H", "H", "H", "H", "H", "H", "H", "H", "H", "H", "H", "H", "H", "H", "H", "H"],
  "xyz": [[-0.87095, 1.81548, 3.28577], [-3.36330, 5.30257, 1.24550], [-2.30873, 4.26523, 1.65718], [-2.56200, 3.38764, 2.48224], [-3.80321, 3.26912, 2.98152], [-4.02775, 2.15080, 3.63415], [-5.25522, 2.00822, 4.11945], [-2.99741, 0.73214, 3.81296], [-0.93171, 4.20751, 1.10906], [-0.38302, 5.33638, 0.46678], [0.93062, 5.17582, -0.03493], [1.62054, 3.95642, 0.17449], [1.04302, 2.99087, 0.95526], [-0.20503, 3.08490, 1.42262], [-3.08284, 6.05029, 0.46514], [-3.70273, 5.84240, 2.17403], [-4.23013, 4.72635, 0.91751], [-1.88945, 5.69592, 5.33695], [-5.76888, 2.87526, 4.21863], [-5.49648, 1.21103, 4.65970], [-1.03917, 6.19195, 0.39816], [1.30813, 6.00273, -0.64783], [2.62365, 3.84749, -0.25252], [1.50390, 2.05564, 1.21523], [0.01469, 4.56903, 6.37715], [-0.60236, 4.04386, 5.18404], [-1.36943, 5.32260, 4.58363], [0.18794, 3.69722, 4.02058], [-1.48156, 2.88029, 5.31637], [2.49419, -5.04555, 0.78547], [3.20928, -3.74263, 0.57066], [2.25478, -2.61744, 0.75722], [2.13640, -2.01910, 1.95422], [1.26038, -0.99926, 2.24443], [1.42993, -0.42268, 3.61509], [2.11967, -1.04714, 4.39914], [0.88292, 0.75250, 3.77760], [0.34301, -0.55202, 1.26200], [-0.46114, 0.41861, 1.37289], [0.33572, -1.32329, -0.01053], [-0.63448, -1.01164, -0.96449], [-0.58746, -1.69054, -2.16304], [-1.48236, -1.45517, -3.15132], [0.42694, -2.63525, -2.46458], [1.35726, -2.96152, -1.47689], [1.28789, -2.35371, -0.22757], [0.63299, -3.12514, -3.82839], [-0.04027, -4.32715, -4.27756], [0.27321, -4.48983, -5.76699], [1.62023, -3.85145, -6.03061], [1.52240, -2.36457, -5.88089], [0.46658, -2.04578, -4.86931], [3.07847, -5.89941, 0.52103], [1.51053, -5.10680, 0.24292], [2.21996, -5.04530, 1.82423], [3.76561, -3.68251, -0.37525], [3.94781, -3.63061, 1.32005], [2.82097, -2.32498, 2.76435], [-1.43513, -0.33612, -0.68235], [2.20331, -3.60924, -1.69571], [-1.12959, -4.26162, -4.21849], [0.25579, -5.17126, -3.67645], [-0.37552, -3.90510, -6.38990], [0.26972, -5.51659, -6.08267], [1.96145, -4.09594, -6.94988], [2.30226, -4.15419, -5.35343], [1.22024, -1.92983, -6.82729], [2.52140, -1.98164, -5.60799], [-0.55110, -2.03785, -5.31957], [0.70462, -1.09644, -4.39898]],
  "forces_ev_per_a": [[0.287, 0.167, -0.273], [0.192, 0.258, 0.621], [0.408, 2.881, -2.425], [-0.316, -3.405, 2.227], [-0.430, 0.011, 0.565], [0.901, -0.106, -0.791], [-0.813, 0.803, 0.246], [-0.020, 0.176, -0.342], [0.887, 0.272, 0.851], [0.773, -2.229, 0.099], [-1.126, 0.010, -0.002], [0.325, 1.862, -0.714], [-1.077, -0.371, 0.291], [-0.508, 1.809, -0.941], [-0.033, -0.824, 0.667], [0.400, -0.458, -0.903], [-0.042, 0.185, -0.117], [0.500, -0.125, -0.784], [-0.181, -0.374, -0.029], [-0.088, -0.321, 0.388], [0.524, 0.219, -0.349], [0.349, -0.510, 0.380], [-0.447, -0.118, 0.311], [0.534, -0.100, 0.002], [-0.308, -1.000, -0.817], [0.303, 1.218, 1.173], [-1.319, -0.061, 0.938], [1.913, 0.030, -1.251], [-0.957, 0.095, 0.840], [-1.683, 0.261, -0.511], [-0.565, 0.447, -0.615], [-0.358, -0.448, -0.737], [0.286, 0.297, 0.247], [0.394, -0.688, -0.301], [-0.123, 0.767, 0.090], [-0.295, 0.455, 0.264], [0.067, -0.602, 0.349], [-1.125, 0.835, -0.283], [0.674, -1.366, -0.077], [0.433, -0.358, 0.730], [-0.011, -0.810, -0.396], [0.472, -0.425, -0.104], [-0.130, 0.091, 0.324], [0.328, -0.031, -0.056], [-0.280, 0.028, -0.756], [0.194, 1.090, 0.394], [-0.317, 1.571, 0.360], [-0.657, 0.344, -0.198], [0.748, 0.254, 0.414], [-0.277, -0.101, -0.022], [0.441, 0.818, -0.666], [-0.059, -0.999, 1.245], [0.461, -0.560, 0.008], [1.012, 0.116, 0.223], [-0.056, -0.510, 0.593], [-0.471, 0.251, 0.088], [0.772, 0.234, 0.817], [-0.348, 0.142, -0.562], [0.198, 0.159, -0.257], [-0.409, 0.013, -0.185], [-0.214, 0.042, 0.162], [0.313, -0.361, 0.095], [-0.610, -0.020, -0.241], [0.124, -0.388, -0.192], [0.135, -0.101, -0.329], [0.232, -0.420, 0.411], [0.237, -0.106, -0.394], [-0.504, -0.261, -0.071], [0.603, 0.221, 0.439], [-0.265, 0.125, -0.163]]
}

***

Record 4
{
  "formula": "C5H10O2",
  "method": "ωB97M-V/def2-TZVPD",
  "smiles": "C=C(C)C(C)(O)O",
  "e_above_lowest_kcal_mol": 56.03,
  "largest_force_ev_per_a": 5.380,
  "e_lumo_ev": 0.89,
  "species": ["C", "C", "C", "C", "C", "O", "O", "H", "H", "H", "H", "H", "H", "H", "H", "H", "H"],
  "xyz": [[0.84471, -1.45766, 0.98664], [0.20755, -0.76564, -0.03503], [0.23061, -1.24232, -1.43493], [-0.48849, 0.50547, 0.34962], [0.44745, 1.65036, 0.15170], [-1.11761, 0.72890, 1.62653], [-1.60220, 0.59569, -0.56868], [0.89590, -1.04554, 1.97953], [1.40607, -2.40279, 0.80379], [0.35130, -2.33553, -1.50818], [1.08644, -0.79459, -1.78854], [-0.55652, -0.82906, -2.01492], [1.55032, 1.52104, -0.02728], [-0.01473, 2.14794, -0.78256], [0.37041, 2.31330, 1.02015], [-1.59783, -0.03884, 1.82279], [-2.01338, 1.44926, -0.58064]],
  "forces_ev_per_a": [[-0.662, 0.636, -2.449], [0.692, -2.947, 4.448], [-0.639, -0.821, 0.849], [-1.974, 0.935, -0.638], [0.384, 2.530, -1.598], [2.573, 0.577, -0.682], [0.653, -1.377, -0.561], [-0.140, 0.039, 0.226], [-0.577, 0.870, 0.038], [-0.250, 0.528, 0.022], [2.271, 0.793, -1.448], [-0.913, -0.144, -0.413], [-1.266, -0.570, 0.103], [1.272, -0.160, 1.455], [-0.099, 0.097, -0.322], [-1.264, -1.819, 0.498], [-0.060, 0.833, 0.472]]
}

***

Record 5
{
  "formula": "C6H12O",
  "method": "ωB97M-V/def2-TZVPD",
  "smiles": "C/C=C/CCCO",
  "e_above_lowest_kcal_mol": 51.89,
  "largest_force_ev_per_a": 2.581,
  "e_lumo_ev": 1.05,
  "species": ["C", "C", "C", "C", "C", "C", "O", "H", "H", "H", "H", "H", "H", "H", "H", "H", "H", "H", "H"],
  "xyz": [[-1.52517, -1.18994, 2.37902], [-0.87921, -0.68638, 1.09658], [0.30767, -0.07992, 1.16490], [1.38056, 0.49669, 0.20418], [1.12851, 0.07869, -1.27581], [-0.03084, 0.89318, -1.75926], [-0.49174, 0.30875, -2.99497], [-2.28020, -0.37519, 2.65026], [-2.09442, -2.11669, 2.21261], [-0.71094, -1.23633, 3.10469], [-1.63047, -0.50750, 0.32116], [0.65629, 0.25537, 2.15142], [1.28990, 1.55962, 0.40735], [2.36995, 0.11604, 0.41311], [1.99378, 0.12156, -1.94765], [0.85652, -1.00073, -1.36022], [-0.89268, 0.98631, -1.09762], [0.32471, 1.91110, -2.05688], [0.22777, 0.46536, -3.61287]],
  "forces_ev_per_a": [[-0.657, 1.829, -0.583], [-0.613, 0.936, 0.491], [1.519, 0.723, 0.099], [-1.703, -1.552, -1.162], [-0.589, -0.347, 1.276], [0.387, 0.618, -2.434], [-0.407, 0.181, 0.081], [0.804, -1.192, 0.132], [0.486, 0.189, 0.288], [-0.585, -0.408, 0.342], [0.844, -0.920, -0.698], [-0.065, -1.185, 0.312], [0.598, 0.401, -0.506], [0.178, 0.106, 0.932], [0.010, 0.678, 0.234], [-0.062, 0.663, 0.549], [0.307, -0.215, 0.060], [-0.302, -0.348, 0.805], [-0.150, -0.157, -0.218]]
}